Density functional theory data (ωB97M-V/def2-TZVPD) for a cluster of 2 separate species, C4H9O3 in total.

Last column: natural (NBO) charge in e.
CARTESIAN COORDINATES (ANGSTROEM)
O 1.017 0.759 -0.108  -0.83
O 1.532 -1.334 -0.700  -0.77
O -0.968 1.067 -1.704  -0.79
C 2.425 -0.508 1.344  -0.74
C -1.769 1.024 -0.523  -0.05
C 1.616 -0.344 0.049  0.77
C -1.931 -0.506 -0.321  -0.64
H -1.407 1.553 0.356  0.17
H 2.274 -1.561 1.651  0.21
H 0.027 1.247 -1.513  0.53
H -2.612 -0.742 0.494  0.17
H 3.444 -0.478 0.943  0.20
H -0.919 -0.891 -0.280  0.26
H -2.397 -1.043 -1.150  0.19
H -2.719 1.539 -0.682  0.13
H 2.389 0.217 2.145  0.20

Calculated values
* molecular weight: 105.113 g mol⁻¹
* total charge: -1
* frontier orbital gap: 8.573 eV
* multiplicity: 1
* energy relative to the best compared isomer or geometry (same formula, charge and spin): 97.1 kJ/mol
* max |F|: 2.50 eV Å⁻¹
* HOMO energy: -0.1602 Eh